[1]
149
Properties=species:S:1:pos:R:3 method="wB97M-V/def2-TZVPD" orbital_gap_ha=0.260 e_homo_ev=-7.26 molar_mass_g_mol=1043.60 lumo_ev=-0.190
S 22.538 -15.462 -23.018
H 15.193 -18.494 -23.986
S 19.905 -11.716 -27.776
H 18.756 -19.394 -21.569
O 19.084 -12.418 -21.903
C 21.789 -22.879 -26.592
C 24.973 -17.133 -23.025
S 19.080 -12.853 -23.308
H 19.150 -23.643 -26.329
C 23.128 -22.160 -26.333
C 23.701 -16.941 -25.129
H 19.537 -9.983 -23.451
H 20.605 -21.039 -27.550
C 20.778 -17.372 -25.116
H 23.061 -21.168 -26.780
O 20.596 -11.075 -28.803
H 23.344 -22.119 -25.265
O 23.487 -14.522 -23.619
S 25.811 -15.797 -23.975
H 24.659 -15.176 -26.118
H 17.972 -22.114 -24.835
C 17.664 -12.107 -24.276
H 19.161 -17.905 -26.619
H 19.240 -22.126 -23.597
C 15.877 -16.406 -24.220
N 20.658 -22.269 -25.892
H 20.234 -16.789 -27.309
H 20.025 -9.813 -25.210
H 16.814 -12.179 -23.597
C 16.133 -20.424 -23.420
O 17.352 -15.848 -26.182
O 22.287 -16.736 -23.581
O 19.268 -14.290 -23.587
H 23.918 -15.290 -21.005
H 23.338 -18.621 -23.781
H 25.750 -12.981 -23.960
H 18.301 -11.126 -26.005
H 24.704 -11.046 -27.085
H 21.331 -12.644 -26.478
H 20.268 -24.129 -25.100
H 17.528 -11.945 -27.402
H 18.137 -17.015 -24.034
H 13.060 -14.583 -23.731
H 15.801 -15.335 -25.907
H 23.174 -10.951 -27.868
H 22.121 -14.595 -19.524
S 18.742 -15.648 -25.821
H 23.133 -17.400 -25.938
H 19.117 -20.989 -26.822
H 17.056 -20.780 -21.460
H 19.369 -14.952 -29.280
H 20.199 -15.258 -22.707
H 20.870 -15.662 -20.341
H 21.721 -22.763 -27.674
C 19.036 -14.239 -28.525
H 20.383 -13.913 -26.862
C 20.171 -21.050 -26.550
H 13.795 -16.582 -24.574
C 19.699 -23.273 -25.463
H 20.874 -15.090 -26.970
C 18.736 -22.726 -24.355
H 19.869 -19.559 -25.015
C 17.375 -20.738 -22.501
N 23.535 -12.595 -26.537
H 25.742 -17.627 -22.432
O 20.196 -11.383 -26.377
C 20.591 -19.706 -25.818
H 22.192 -9.520 -26.683
O 16.192 -13.184 -23.125
H 20.737 -16.135 -23.372
H 15.983 -17.355 -24.745
C 18.099 -13.214 -29.207
C 20.168 -16.918 -23.873
H 14.187 -16.932 -22.951
C 24.127 -17.924 -24.065
H 21.000 -18.429 -24.976
C 23.941 -12.943 -25.130
H 21.729 -16.859 -25.261
C 18.142 -11.917 -28.302
O 17.805 -17.053 -22.578
H 18.463 -12.933 -30.195
H 22.992 -16.290 -24.618
H 25.535 -16.672 -26.063
C 24.807 -16.073 -25.517
H 24.315 -16.605 -22.335
H 20.726 -18.929 -26.570
H 20.245 -17.569 -23.002
H 15.377 -21.102 -23.024
H 14.255 -14.803 -22.386
C 21.225 -13.787 -21.324
C 14.086 -14.834 -23.462
H 23.232 -12.524 -24.415
H 18.760 -15.373 -23.393
H 17.392 -10.073 -24.868
O 17.985 -18.152 -24.839
H 18.361 -14.669 -27.785
H 20.489 -12.274 -25.252
C 15.930 -18.911 -23.300
C 25.363 -12.388 -24.789
C 20.297 -11.757 -24.312
H 24.839 -18.661 -24.436
H 22.278 -12.929 -27.894
C 14.455 -16.263 -23.768
C 18.520 -19.678 -22.595
H 17.351 -12.803 -25.054
H 20.660 -13.713 -23.375
H 22.772 -16.739 -20.890
O 19.416 -14.361 -26.052
H 25.225 -11.408 -24.331
H 22.034 -13.062 -21.420
H 21.600 -19.830 -25.424
H 24.079 -22.564 -26.681
H 18.277 -23.425 -23.656
C 23.633 -11.123 -26.895
H 22.040 -23.900 -26.306
S 17.717 -18.239 -23.423
H 26.018 -12.182 -25.636
O 27.136 -16.322 -24.124
H 15.708 -18.643 -22.267
H 19.509 -19.950 -22.964
O 15.047 -12.951 -25.348
H 17.374 -14.911 -25.067
H 21.156 -11.735 -23.642
H 17.936 -11.012 -28.875
C 22.199 -13.194 -26.839
C 18.172 -10.829 -24.964
C 16.324 -15.183 -24.963
H 17.035 -13.449 -29.243
C 19.839 -17.098 -26.341
C 22.893 -10.066 -26.051
H 22.437 -10.380 -25.112
H 23.780 -14.013 -25.003
C 20.985 -14.503 -22.699
H 16.481 -16.460 -23.314
C 21.726 -14.998 -20.457
H 23.610 -9.250 -25.958
C 20.196 -13.524 -27.862
O 25.544 -14.517 -23.304
C 22.917 -15.693 -21.161
H 21.994 -15.007 -25.704
H 16.382 -20.760 -24.427
H 21.162 -13.740 -28.318
S 15.474 -13.794 -24.177
C 19.554 -10.431 -24.445
H 22.706 -15.309 -27.070
C 21.865 -14.698 -26.742
H 17.811 -21.674 -22.851
H 20.277 -13.522 -20.857
C 18.866 -16.207 -24.086

[2]
40
Properties=species:S:1:pos:R:3 method="wB97M-V/def2-TZVPD" orbital_gap_ha="0.212 / 0.269" e_homo_ev="-8.38 / -10.09" molar_mass_g_mol=476.21 lumo_ev="-2.597 / -2.778" multiplicity=2 s_squared=0.7639
C -1.224 -6.105 -1.592
O 0.426 -1.938 -0.379
O 1.509 1.674 -3.239
O 2.907 -1.286 -1.310
H -0.718 -0.186 3.387
O -1.237 -3.962 -0.672
H -0.549 -4.518 -2.692
S -0.432 1.791 1.621
H -2.143 -2.493 -2.675
O -1.864 -1.575 0.251
H -2.262 -6.120 -1.924
O 1.247 3.793 -1.147
C -1.225 0.664 2.930
O -0.003 0.544 -3.930
H -0.404 -2.015 -2.850
H 0.766 4.510 4.576
C 0.928 4.871 3.561
H 1.987 4.697 3.368
V 2.614 3.424 -1.775
N 0.663 0.822 -2.969
C -0.568 -4.790 -1.637
O 2.572 -0.634 1.234
O -1.434 2.641 0.989
O 0.433 0.931 0.842
H -1.530 1.423 3.650
H 0.481 -4.806 -1.340
H -2.004 0.283 2.270
C 0.035 4.095 2.602
O 0.491 2.760 2.532
V 2.181 -0.294 -0.337
O 0.540 0.431 -1.861
C -1.363 -1.789 -2.384
H -0.946 4.176 3.071
S -0.937 -2.250 -0.629
H -1.448 -6.294 -0.542
H -0.632 -6.896 -2.053
H 0.905 5.951 3.414
O 3.646 4.614 -1.506
H 0.212 4.590 1.648
H -1.620 -0.736 -2.504

[3]
20
Properties=species:S:1:pos:R:3 method="wB97M-V/def2-TZVPD" orbital_gap_ha="0.359 / 0.187" e_homo_ev="-13.22 / -13.22" molar_mass_g_mol=133.15 total_charge=+1 lumo_ev="-3.442 / -8.141" multiplicity=2 s_squared=0.7682
H 1.176 1.553 -1.697
H 2.964 -0.804 -3.305
C -0.582 -0.720 1.675
C 1.274 -0.137 -2.877
C 0.491 0.949 -2.161
C -1.045 1.716 1.858
N -0.220 0.473 1.785
H 1.479 -1.144 1.524
N 0.553 -1.503 1.621
H -1.934 -2.305 2.056
O 2.598 -0.515 -2.468
H 0.487 -2.431 1.717
N -1.856 -1.342 1.847
H -0.248 1.246 -2.771
H 0.011 0.505 -1.331
H -1.183 2.047 0.892
O 0.851 -0.470 -3.978
H -0.480 2.537 2.400
H -1.906 1.383 2.288
H -2.428 -1.039 0.927

[4]
19
Properties=species:S:1:pos:R:3 method="wB97M-V/def2-TZVPD" orbital_gap_ha="0.294 / 0.294" e_homo_ev="-12.19 / -12.19" molar_mass_g_mol=237.12 total_charge=+1 lumo_ev="-4.206 / -4.206"
C 0.084 0.525 0.720
F -2.068 -3.246 0.424
H -0.296 -3.952 -0.259
H -1.419 -1.151 -0.604
S 0.810 2.609 -0.730
N -0.455 1.572 1.544
H 1.050 3.126 1.639
C 0.672 0.845 -0.531
C -0.968 -3.105 -0.326
C 0.141 2.800 1.049
H -0.565 3.567 0.866
H 0.408 -0.468 0.993
C -0.688 -1.890 -0.888
C 0.536 -1.402 -1.552
H 1.929 0.204 -2.072
Br 1.494 -2.701 -2.690
H -0.302 1.313 2.530
H -1.496 1.505 1.361
C 1.134 -0.149 -1.475

[5]
48
Properties=species:S:1:pos:R:3 method="wB97M-V/def2-TZVPD" orbital_gap_ha=0.294 e_homo_ev=-8.00 molar_mass_g_mol=375.47 lumo_ev=-0.005 smiles="CC(C)(C)[C@H]1NCC[C@H]2C=C(c3nc4c(C(=O)O)cc(F)cc4[nH]3)S[C@H]21"
H -2.818 -3.257 -1.499
H -4.746 -4.085 0.642
H -1.818 1.670 1.538
H -2.135 -4.273 2.092
C -0.533 1.556 -0.721
H -2.801 2.589 0.466
H 3.038 5.169 -2.856
C 1.913 1.197 -0.065
H -1.440 -1.197 -1.220
C -2.476 1.545 0.689
F 7.829 0.957 -0.274
H 6.888 2.867 -2.010
C 0.485 0.867 -0.076
H -0.952 -3.024 1.621
N 2.445 1.970 -0.943
H 5.846 0.029 1.060
H -4.438 -2.824 1.951
O 5.041 4.206 -3.331
C -2.016 -3.195 1.830
O 3.106 4.487 -2.213
H -3.512 -1.083 -0.356
H -4.968 -2.411 0.276
H -2.368 1.168 -1.411
C -3.560 0.726 1.359
N -3.091 -0.607 1.655
H -4.435 0.808 0.765
H -1.305 -3.613 -0.627
C -2.838 -2.740 0.589
S 0.097 -0.620 0.778
C 5.565 0.625 0.240
C -4.338 -3.069 0.882
H -2.246 -2.577 2.727
H -3.778 1.253 2.317
H -2.588 -4.716 -0.503
N 2.965 0.444 0.450
C 4.317 3.843 -2.405
C -2.821 -1.306 0.401
C 3.879 1.799 -0.915
C 4.750 2.631 -1.599
H -0.404 2.431 -1.347
C 6.130 2.350 -1.427
H -3.727 -1.066 2.273
C 4.214 0.852 -0.092
C -2.357 -3.588 -0.589
C -1.795 0.861 -0.569
C 6.501 1.322 -0.481
H 2.856 -0.315 1.222
C -1.561 -0.657 -0.295

[6]
31
Properties=species:S:1:pos:R:3 method="wB97M-V/def2-TZVPD" orbital_gap_ha="0.233 / 0.283" e_homo_ev="-3.69 / -5.55" molar_mass_g_mol=501.76 total_charge=-1 lumo_ev="2.639 / 2.134" multiplicity=3 s_squared=2.0375
O 2.037 -0.415 0.176
H 0.754 2.499 -0.440
O -0.378 -1.646 5.538
C -0.671 0.782 -4.445
C 0.107 1.491 -2.229
H 0.518 -1.693 5.894
H 2.668 0.268 -4.148
C -0.920 1.310 -3.196
H -1.049 2.546 -0.731
H -2.452 -1.377 3.967
O 3.264 -0.818 2.027
C 0.928 -1.171 3.575
C 0.923 -0.888 2.227
C 0.619 0.407 -4.805
C -1.486 -1.242 3.504
C -0.296 -1.355 4.209
O -2.397 -0.520 0.044
Cl -2.555 1.766 -2.806
H 0.804 -0.016 -5.784
C 1.415 1.102 -2.644
N -0.228 -0.797 1.564
C -1.409 -0.955 2.158
H 2.213 1.186 -1.915
H -1.497 0.664 -5.134
C -2.641 -0.815 1.256
H 1.880 -1.243 4.086
C 1.661 0.572 -3.890
C 2.209 -0.664 1.414
Pt -0.185 0.016 -0.360
O -3.725 -1.033 1.794
C -0.110 2.038 -0.906

[7]
12
Properties=species:S:1:pos:R:3 method="wB97M-V/def2-TZVPD" orbital_gap_ha=0.404 e_homo_ev=-9.79 molar_mass_g_mol=60.10 lumo_ev=1.191 smiles=CCOC
H -2.204 0.772 -0.810
C -0.375 -0.313 -0.309
O 0.552 0.693 0.036
C 1.844 0.181 0.228
H -1.749 0.798 0.901
H -0.271 -0.574 -1.376
H 2.231 -0.324 -0.671
H 2.497 1.022 0.472
H 1.866 -0.539 1.063
H -2.451 -0.667 0.195
H -0.159 -1.227 0.268
C -1.781 0.177 0.003

[8]
99
Properties=species:S:1:pos:R:3 method="wB97M-V/def2-TZVPD" orbital_gap_ha="0.095 / 0.358" e_homo_ev="-0.40 / -7.59" molar_mass_g_mol=510.75 total_charge=-1 lumo_ev="2.189 / 2.154" multiplicity=2 s_squared=0.7505
H -1.458 -0.468 -1.151
C -3.022 -6.035 -1.230
H 2.784 1.320 -3.567
C -2.664 1.643 2.025
H -1.363 -5.417 0.009
H 0.665 -2.450 -3.702
H 3.271 -0.434 4.656
H 3.365 -2.685 -1.445
H 1.480 -0.117 -5.006
C -1.799 -5.255 -0.977
H 4.958 3.704 -5.315
H 0.040 0.906 -0.792
H -1.082 0.790 1.636
C 1.443 5.724 -1.044
H 3.104 4.229 -0.502
H 1.877 3.233 3.438
H 4.091 3.797 -3.772
H -3.920 -7.617 -1.187
H 3.979 1.244 -2.196
H 2.208 -0.735 -1.532
H -5.598 -3.296 4.503
H 0.736 0.147 -3.715
H 3.907 -0.012 -3.496
H -0.108 6.729 -2.171
H 4.326 -2.447 -0.300
H 3.064 0.141 3.178
H 2.708 4.458 -2.154
H -0.742 1.501 -3.696
H -2.033 -4.271 2.296
H -4.703 0.737 2.053
H -2.417 3.328 3.290
O -0.616 1.703 -2.769
O 0.347 -3.292 -3.377
O 2.169 1.412 6.256
O -4.238 -5.063 3.525
H -3.454 -3.760 1.342
C 0.280 -1.933 -0.142
H 1.388 0.705 -1.660
H -3.153 -3.631 4.424
H 2.860 2.033 6.498
O 2.427 6.817 -1.001
H -2.900 1.590 0.962
H -3.119 3.693 1.698
O -0.269 0.389 -0.044
H -5.674 -2.861 2.822
O -1.861 -0.737 -1.976
C -4.993 -2.939 3.670
O -1.489 1.045 2.468
C 4.693 1.787 -4.242
H 4.121 1.061 4.262
H -4.561 -4.578 -0.578
O 0.992 -0.557 -4.311
H 0.856 5.579 -0.136
H -4.441 1.849 3.426
C 4.296 3.166 -4.637
H -0.606 -3.203 -3.371
H 1.643 3.591 -1.125
C -3.734 -3.800 3.517
H -1.372 3.473 1.885
H -0.556 -2.161 0.519
H -3.657 0.303 3.407
H 1.114 1.022 4.518
O 5.959 1.941 -3.688
H -4.820 -1.875 3.827
H -1.925 -4.175 -1.062
H -0.014 -2.119 -1.175
H 1.908 7.622 -0.947
H 2.949 3.506 4.822
H 3.279 3.119 -5.026
H 6.002 1.105 -3.216
C -2.349 3.125 2.221
C 2.270 4.482 -1.157
O 4.160 -2.206 -1.211
C 0.817 -0.458 0.181
C 3.789 1.043 -3.250
H -1.406 2.183 -2.519
O -3.009 -7.431 -0.951
C 1.843 0.073 -0.898
H -2.250 0.065 -2.326
H 1.313 6.202 -3.087
H -5.128 -6.220 -0.570
C -4.251 -5.603 -0.373
H -3.305 -5.944 -2.278
H -3.502 -5.675 3.445
H 2.635 0.699 -0.486
H -0.971 -5.485 -1.647
H 0.009 5.133 -2.644
C 2.071 2.961 4.476
C 0.639 5.941 -2.271
H -2.531 -2.541 2.126
H 1.018 -0.312 1.242
H 1.147 3.361 4.892
H 4.808 1.308 -5.214
H -4.104 -5.716 0.701
H 0.958 -2.749 0.106
C -2.867 -3.571 2.241
C 2.073 1.451 4.806
C 3.165 0.543 4.186
C -3.971 1.124 2.762